Formula: C7H19N2O6P2
Source: the OMol25 dataset
Level of theory: ωB97M-V with the def2-TZVPD basis set

Cartesian coordinates (Å):
O -2.03065 -0.14577 -0.94390
P -2.96340 -1.17225 -0.27094
C -1.97627 -2.62589 0.24470
P -2.62791 -3.13685 1.85896
O -4.05424 -2.65176 2.04693
O -1.67009 -2.52792 3.08359
O -2.70779 -4.80329 1.91822
H -3.63372 -0.54508 0.81801
H -3.88310 -1.59427 -1.26707
H -0.95625 -2.23261 0.33726
H -0.75375 -2.62412 2.85392
H -2.20551 -5.16006 1.19077
C -0.85744 4.36910 -4.21567
C 0.36643 3.60717 -3.77486
O 1.40594 3.61976 -4.42432
N 0.27811 2.89982 -2.62414
C -0.86147 2.76752 -1.72529
H -0.63626 4.88292 -5.14705
H -1.69042 3.68543 -4.38311
H -1.13474 5.11052 -3.46518
H 1.12735 2.41360 -2.39078
H -0.57160 3.13410 -0.73758
H -1.13278 1.71310 -1.64282
H -1.71781 3.33237 -2.07894
C 3.83228 -2.04189 2.76129
C 2.83550 -2.03052 1.62912
O 2.57617 -3.03380 0.98580
N 2.21780 -0.85764 1.33444
C 2.38211 0.43452 1.97071
H 4.23066 -3.04640 2.86919
H 4.65777 -1.36065 2.54894
H 3.34943 -1.75653 3.69723
H 1.56349 -0.93918 0.56917
H 1.42009 0.76161 2.36951
H 2.71506 1.16113 1.22666
H 3.10705 0.39382 2.77725

Atoms 1-2, force components in eV/Å:
O -1.0 -0.6 0.6
P 3.2 0.1 -0.7

**F_max**: 0.06416 Eh/bohr
**Net charge**: -1
**HOMO**: -0.1553 Eh
**Frontier orbital gap**: 6.806 eV



Formula: C7H19N3
Source: the OMol25 dataset
Level of theory: ωB97M-V with the def2-TZVPD basis set

Cartesian coordinates (Å):
C 1.87486 1.20604 0.80861
C 1.29489 -0.03013 0.09778
C 2.28141 -0.43748 -1.00839
C -0.22380 0.12185 -0.37163
C -0.60183 1.60853 -0.59486
C -0.47559 -0.58822 -1.73097
C -1.18191 -0.51614 0.70423
N -1.01338 -1.92738 0.80868
N -0.98139 -0.00104 2.01252
N -2.56279 -0.31534 0.42512
H 2.86471 0.98086 1.22217
H 1.99977 2.04676 0.11766
H 1.25180 1.53374 1.64355
H 1.34106 -0.84239 0.83431
H 3.29851 -0.52160 -0.60788
H 2.03289 -1.41986 -1.42244
H 2.30437 0.29533 -1.82063
H -0.58358 2.18732 0.33360
H 0.08198 2.08487 -1.30634
H -1.61136 1.71018 -1.00926
H -0.23089 -1.65408 -1.68916
H 0.11487 -0.13430 -2.53467
H -1.52252 -0.50953 -2.04316
H -0.15428 -2.39437 0.52956
H -1.80498 -2.55155 0.92524
H -0.70464 0.96007 2.18819
H -0.93207 -0.60937 2.82317
H -3.23973 -0.17836 1.16880
H -2.91640 -0.10428 -0.50379

Atoms 1-2, force components in eV/Å:
C -0.1 0.0 0.0
C 0.0 -0.1 0.1

**F_max**: 0.05235 Eh/bohr
**HOMO**: -0.2911 Eh
**Frontier orbital gap**: 8.827 eV
**ΔE to the lowest compared entry with this formula, charge and spin**: 13.8 kcal per mole
**SMILES string**: CC(C)C(C)(C)C(N)(N)N



Formula: C7H19N3
Source: the OMol25 dataset
Level of theory: ωB97M-V with the def2-TZVPD basis set

Cartesian coordinates (Å):
C -2.50929 -1.32879 0.70980
C -1.47159 -0.13041 0.90035
N -0.52761 0.08770 -0.28598
C -1.30149 0.73961 -1.37702
C 0.02099 -1.31896 -0.70526
N 1.30402 -1.03405 -1.06668
C 1.85352 -0.25755 -0.07208
C 1.96842 -0.68044 1.38164
N 0.66540 0.81845 -0.01819
C 1.03993 2.48244 -0.44457
H -3.01917 -1.48480 -0.12105
H -1.97914 -2.20035 0.89079
H -3.15801 -1.20220 1.57324
H -0.83802 -0.35508 1.73879
H -1.89707 0.80209 1.11129
H -2.25659 0.15772 -1.53880
H -1.68395 1.82439 -1.21367
H -0.71962 0.73167 -2.40214
H -0.71168 -1.63011 -1.60047
H -0.10527 -1.88834 0.18278
H 1.69955 -1.33078 -1.87088
H 2.72973 0.23553 -0.43874
H 1.12151 -1.07771 1.88352
H 2.55345 0.10589 1.88044
H 2.76239 -1.43054 1.36084
H 0.81443 0.97504 1.05218
H 1.30355 2.51253 -1.51707
H 0.42587 3.30795 -0.17859
H 1.91574 2.56910 0.18553

Atoms 1-2, force components in eV/Å:
C 2.9 2.8 4.3
C -0.2 -1.5 -0.6

**F_max**: 0.12306 Eh/bohr
**Net charge**: +2
**HOMO**: -0.6794 Eh
**Frontier orbital gap**: 11.333 eV
**ΔE to the lowest compared entry with this formula, charge and spin**: 101.6 kcal per mole
**SMILES string**: CC[N@+]1(C)CN[C@H](C)[N@H+]1C



Formula: C7H19N4
Source: the OMol25 dataset
Level of theory: ωB97M-V with the def2-TZVPD basis set

Cartesian coordinates (Å):
C -2.54547 -0.60151 0.83476
C -2.49370 0.20411 -0.28167
C 1.05859 -0.32883 0.75389
C -3.14583 1.58947 -0.19371
C 2.70588 -0.46711 -1.25455
C 3.18026 0.51351 1.11002
C 2.12820 0.36930 0.01129
N -2.22675 -1.98066 0.77049
N -1.82320 -0.02206 -1.44658
N 0.42355 -1.49332 0.51693
N 1.51449 1.62537 -0.34942
H -2.78246 -0.16777 1.74397
H -3.95956 1.67921 -0.80044
H -2.45419 2.36350 -0.40925
H -3.56506 1.77518 0.82721
H 2.16680 -1.38283 -1.43679
H 3.70385 -0.72904 -0.99525
H 2.66065 0.18879 -2.13865
H 4.02477 1.11400 0.67797
H 2.92016 0.90154 2.06137
H 3.60918 -0.43948 1.23959
H -2.60154 -2.34178 1.63075
H -2.43596 -2.37621 -0.14842
H -1.29661 -0.88238 -1.59194
H -1.87737 0.59985 -2.24040
H 0.85829 -1.98448 -0.25465
H 0.70354 0.22932 1.59285
H 0.51025 1.67841 -0.41120
H -1.14364 -1.92519 0.75298
H 2.18291 2.29110 -0.57118

Atoms 1-2, force components in eV/Å:
C -0.7 2.5 -3.9
C -0.1 0.9 1.5

**F_max**: 0.09996 Eh/bohr
**Net charge**: +1
**HOMO**: -0.4454 Eh
**Frontier orbital gap**: 9.297 eV
**ΔE to the lowest compared entry with this formula, charge and spin**: 74.5 kcal per mole



Formula: C7H19NP
Source: the OMol25 dataset
Level of theory: ωB97M-V with the def2-TZVPD basis set

Cartesian coordinates (Å):
C 2.89468 -0.99590 -0.37440
C 0.19544 -2.54869 -1.04946
C -1.89783 1.29424 -0.81706
C -0.05368 2.30245 1.06481
C 1.76754 -0.32743 0.36177
C 0.22141 -1.12694 -1.59139
C 0.54075 -0.18218 -0.48646
N -2.40079 0.91196 2.03232
P -0.73681 0.64150 0.44859
H 2.57894 -1.93832 -1.01741
H 3.64708 -1.39643 0.38059
H 3.46622 -0.33216 -0.88944
H -0.61902 -2.83058 -0.44947
H 1.13128 -2.63392 -0.47755
H 0.35326 -3.18595 -1.90317
H -1.46458 1.62327 -1.76616
H -2.53757 2.07057 -0.34008
H -2.74387 0.56791 -1.04100
H 0.31668 2.11687 2.10228
H -0.95269 3.00593 1.18814
H 0.62450 2.54828 0.24153
H 1.42751 -1.08782 1.07036
H 2.05289 0.62936 0.90910
H 1.14986 -1.10255 -2.07436
H -0.61450 -0.80515 -2.23739
H -3.04651 0.12212 1.82324
H -2.36080 0.87188 3.10422
H -2.93943 1.78769 1.78784

Atoms 1-2, force components in eV/Å:
C 0.5 -3.9 1.5
C 1.8 0.1 -0.7

**F_max**: 0.08136 Eh/bohr
**Net charge**: +1
**HOMO**: -0.4549 Eh
**Frontier orbital gap**: 7.973 eV
**ΔE to the lowest compared entry with this formula, charge and spin**: 48.5 kcal per mole



Formula: C7H20EuN5
Source: the OMol25 dataset
Level of theory: ωB97M-V with the def2-TZVPD basis set

Cartesian coordinates (Å):
C -0.84280 1.23570 -2.62140
Eu 0.00000 0.00000 0.00000
N 1.07780 -1.65130 -1.10860
H -0.76300 1.13910 0.74950
H -0.12150 1.35330 -1.79990
H -1.36460 2.17430 -2.85530
H -1.59770 0.47030 -2.36350
H -0.17000 1.12130 -3.57450
H 0.83110 -2.59000 -0.76480
H 2.10510 -1.59250 -1.07430
H 0.84570 -1.66030 -2.11140
C 0.88510 0.24910 3.00340
N 0.73150 -0.89110 2.07620
C -0.32790 -1.78580 2.58250
N 0.02260 -2.28180 3.92850
C 0.18010 -1.12920 4.83920
N 1.24580 -0.22980 4.35080
C 2.51460 -0.97960 4.26910
N 2.37570 -2.12750 3.34930
C 2.00600 -1.63310 2.00500
C 1.30390 -3.01300 3.85230
H -0.05990 0.83550 3.05180
H 1.66250 0.94960 2.62270
H -0.47450 -2.63970 1.88390
H -1.30050 -1.24440 2.61640
H 0.41880 -1.48210 5.86730
H -0.78140 -0.57270 4.92230
H 3.33270 -0.30860 3.92340
H 2.81350 -1.33250 5.28170
H 1.91850 -2.49410 1.30920
H 2.81090 -0.97920 1.60140
H 1.57440 -3.41070 4.85650
H 1.19720 -3.90040 3.18920

Atoms 1-2, force components in eV/Å:
C 1.1 0.7 -1.8
Eu 2.3 -3.8 -3.8

**F_max**: 0.18367 Eh/bohr
**<S²>**: 15.7734
**Net charge**: -1
**HOMO (alpha / beta)**: -0.0082 / -0.0017 Eh
**Frontier orbital gap (alpha / beta)**: 3.077 / 2.921 eV
**Multiplicity**: 8



Formula: C7H20N2O12Zr
Source: the OMol25 dataset
Level of theory: ωB97M-V with the def2-TZVPD basis set

Cartesian coordinates (Å):
Zr -0.17772 -0.39137 -0.28519
C 2.50140 -2.18163 3.26103
C 1.71629 -1.58476 2.33522
C 1.85664 -0.07852 2.13382
O 1.24824 0.36373 1.04826
C 2.47445 0.69886 3.02532
C 3.12089 0.11335 4.16822
C 3.19933 -1.40863 4.25633
O 3.80073 -1.93229 5.15925
O 3.69763 0.82939 4.94070
O 0.99580 -2.17034 1.43218
H 2.39464 -3.23770 3.47341
H 2.41090 1.77294 2.90915
C -2.13551 2.16890 -3.14768
O -1.42098 1.48394 -2.36418
N -1.65753 2.71646 -4.28771
N -3.41257 2.50365 -2.82115
H -0.67123 2.70413 -4.46644
H -2.30595 3.17772 -4.90278
H -3.95205 3.09973 -3.42913
H -3.84390 2.33844 -1.93173
O -2.35177 -0.52913 -0.66874
H -2.83876 -0.33189 -1.48348
H -3.01567 -0.75618 -0.00256
O 0.98542 1.14252 -1.29665
H 0.81721 1.54747 -2.16005
H 1.62300 1.70597 -0.82822
O -0.23833 -1.13562 -2.43112
H -0.35920 -0.72240 -3.29706
H -0.09720 -2.07740 -2.60165
O 1.76978 -1.36444 -0.80549
H 1.93680 -2.30425 -0.64006
H 2.59298 -1.00325 -1.15770
O -0.80637 -2.64923 -0.15792
H -1.63276 -3.05529 -0.45113
H -0.26861 -3.35811 0.24307
O -1.13111 -0.64672 1.71773
H -1.67717 -1.38538 2.02010
H -1.30656 0.07978 2.33452
O -1.08567 1.61592 0.41499
H -2.04160 1.74086 0.44122
H -0.71390 2.50078 0.30333

Atoms 1-2, force components in eV/Å:
Zr 4.1 -0.8 4.3
C -1.2 -0.3 0.1

**F_max**: 0.11726 Eh/bohr
**Net charge**: +2
**HOMO**: -0.4542 Eh
**Frontier orbital gap**: 5.491 eV
**ΔE to the lowest compared entry with this formula, charge and spin**: 0.0 kcal per mole



Formula: C7H20O4PSSi
Source: the OMol25 dataset
Level of theory: ωB97M-V with the def2-TZVPD basis set

Cartesian coordinates (Å):
C 2.42632 -2.23952 4.11359
Si 2.17064 -0.76878 2.94024
C 3.82588 -0.39085 2.08734
C 1.43660 0.76468 3.80426
C 1.00310 -1.26117 1.59055
S -0.61406 -1.49718 2.36482
H 1.84670 -3.07473 3.71873
H 2.15023 -2.05878 5.15412
H 3.47319 -2.56163 4.10675
H 3.63989 0.26875 1.23831
H 4.59235 0.01466 2.75259
H 4.18195 -1.34516 1.69347
H 1.17836 1.45466 2.99509
H 0.48787 0.51346 4.27943
H 2.11448 1.28685 4.48747
H 0.93384 -0.38808 0.92653
H -0.95943 -2.77631 2.07325
C -2.60693 -0.35521 -4.99895
O -2.03354 -0.46452 -3.69127
P -1.90289 0.93978 -2.79658
O -0.52005 1.38464 -3.11721
O -2.08499 0.19276 -1.41182
C -1.06518 -0.73188 -0.95957
O -2.61275 2.28618 -2.18498
C -2.58828 3.45479 -3.01339
H -2.59291 -1.34162 -5.45694
H -3.64185 -0.00914 -4.94434
H -2.02167 0.33109 -5.61817
H -0.08677 -0.48150 -1.36369
H -1.33587 -1.74447 -1.25956
H -1.02733 -0.69096 0.13215
H -2.73362 3.21079 -4.06538
H -1.63687 3.96875 -2.88634
H -3.39636 4.10967 -2.69053

Atoms 1-2, force components in eV/Å:
C 0.3 0.1 0.1
Si -1.0 -0.6 -1.0

**F_max**: 0.12261 Eh/bohr
**Net charge**: -1
**HOMO**: -0.0843 Eh
**Frontier orbital gap**: 4.272 eV